C22H58AlFNO10 as an isolated structure in a non-equilibrium geometry. Source: the OMol25 dataset; level of theory: ωB97M-V/def2-TZVPD.

The geometry in XYZ format:
```
93
Properties=species:S:1:pos:R:3:lowdin_charge:R:1
C 2.4210 -0.5836 -1.6579 -0.164
C 1.5297 -1.5490 -0.6235 -0.388
F 2.3489 -2.8110 -0.4930 -0.230
Al 1.3425 -0.7663 1.2647 0.154
N 2.7384 -1.5709 2.3804 -0.168
H 3.3589 -0.1122 -1.0975 0.070
H 1.7549 0.2455 -2.1782 0.068
H 2.8522 -1.3447 -2.4691 0.068
H 0.4925 -1.7821 -1.1522 0.067
H -0.0305 -1.0866 1.9885 -0.122
H 1.6327 0.8147 1.1576 -0.116
H 3.3819 -2.1477 1.7813 -0.043
H 3.3042 -0.7499 2.6960 -0.055
C -0.3319 0.1706 8.0962 -0.118
O -1.4874 -0.4346 7.5230 -0.201
C -1.8467 0.1590 6.2719 -0.197
C -1.3546 -0.6845 5.0902 -0.201
O 0.0747 -0.7124 5.0302 -0.219
C 0.6158 -1.9085 5.5826 -0.115
H 0.0566 -0.4995 8.8678 0.091
H 0.4549 0.3433 7.3587 0.071
H -0.6119 1.1215 8.5653 0.084
H -1.4722 1.1872 6.2063 0.121
H -2.9410 0.1993 6.2408 0.116
H -1.7041 -0.2225 4.1610 0.116
H -1.7630 -1.7013 5.1320 0.124
H 0.5109 -2.7246 4.8613 0.086
H 0.1319 -2.1854 6.5237 0.077
H 1.6795 -1.7453 5.7752 0.079
C -2.0830 -6.1345 -2.2303 -0.120
O -1.1389 -6.3522 -1.1856 -0.203
C -0.5642 -5.1311 -0.7106 -0.187
C -1.2353 -4.6637 0.5860 -0.180
O -2.6030 -4.3065 0.3645 -0.195
C -3.5017 -5.3411 0.7525 -0.122
H -2.6878 -7.0391 -2.3370 0.083
H -2.7489 -5.2950 -2.0192 0.081
H -1.5509 -5.9546 -3.1721 0.084
H -0.6095 -4.3531 -1.4815 0.120
H 0.4919 -5.3353 -0.5035 0.126
H -0.7234 -3.7627 0.9398 0.112
H -1.1533 -5.4246 1.3712 0.124
H -3.6156 -5.3376 1.8407 0.084
H -3.1645 -6.3276 0.4215 0.080
H -4.4746 -5.1372 0.2974 0.084
C -1.4180 0.4972 -7.4202 -0.117
O -0.9022 -0.8092 -7.1806 -0.198
C 0.5157 -0.8060 -6.9898 -0.196
C 0.8805 -0.8632 -5.5020 -0.193
O 0.4649 0.3231 -4.8184 -0.206
C -0.7556 0.1383 -4.1079 -0.106
H -2.4993 0.4713 -7.2605 0.087
H -0.9862 1.2430 -6.7493 0.079
H -1.2234 0.7818 -8.4612 0.087
H 0.9725 0.0642 -7.4753 0.123
H 0.9052 -1.7050 -7.4798 0.120
H 1.9702 -0.9189 -5.4107 0.122
H 0.4591 -1.7559 -5.0247 0.128
H -0.5584 -0.4003 -3.1760 0.076
H -1.4988 -0.4066 -4.6970 0.083
H -1.1617 1.1236 -3.8642 0.089
C 5.2703 2.5541 9.9887 -0.117
O 5.4692 2.3451 8.5934 -0.198
C 5.1311 1.0147 8.1904 -0.192
C 3.7366 0.9592 7.5561 -0.182
O 2.7177 1.2708 8.5112 -0.211
C 2.2676 2.6177 8.4015 -0.115
H 5.2549 3.6316 10.1732 0.087
H 4.3285 2.1283 10.3417 0.081
H 6.1053 2.1140 10.5468 0.085
H 5.2088 0.3199 9.0348 0.123
H 5.8688 0.7120 7.4394 0.124
H 3.5492 -0.0632 7.2118 0.123
H 3.6707 1.6224 6.6854 0.132
H 1.5820 2.7063 7.5534 0.086
H 3.0956 3.3220 8.2799 0.083
H 1.7276 2.8732 9.3172 0.089
C -2.6432 6.6809 -9.7683 -0.113
O -3.7706 6.2238 -9.0266 -0.198
C -4.1038 4.8656 -9.3283 -0.195
C -3.5627 3.9062 -8.2621 -0.194
O -2.1320 3.8887 -8.2558 -0.207
C -1.5859 4.6994 -7.2198 -0.105
H -2.2654 7.5883 -9.2894 0.089
H -1.8385 5.9430 -9.7967 0.082
H -2.9536 6.9267 -10.7909 0.086
H -3.7460 4.5888 -10.3268 0.124
H -5.1973 4.7996 -9.3350 0.121
H -3.8932 2.8909 -8.5047 0.120
H -3.9539 4.1565 -7.2687 0.127
H -1.6552 4.1689 -6.2653 0.087
H -2.0919 5.6659 -7.1406 0.083
H -0.5313 4.8783 -7.4458 0.092
```

Calculated values
E_LUMO = 2.1 eV
Total charge = -1
2S+1 = 1


One molecule with the formula BrClINOS in a non-equilibrium geometry. Source: the OMol25 dataset; level of theory: ωB97M-V/def2-TZVPD.

The geometry in XYZ format:
```
6
Properties=species:S:1:pos:R:3:lowdin_charge:R:1
N 0.4543 -1.5234 -1.1559 -0.956
O -0.3586 0.0868 1.3928 -1.013
S 0.8032 -2.2409 0.1098 0.754
Cl -1.2462 -0.8530 -1.5139 0.278
Br 0.5657 3.3555 1.1519 -0.089
I -0.2185 1.1750 0.0153 1.027
```

Calculated values
E_LUMO (alpha / beta) = -2.2 / -2.2 eV
Total charge = 0
Energy relative to the best compared isomer or geometry (same formula, charge and spin) = 38.0 kcal/mol
2S+1 = 1


C12H15ClN2O2STi as an isolated structure in a non-equilibrium geometry. Source: the OMol25 dataset; level of theory: ωB97M-V/def2-TZVPD.

The geometry in XYZ format:
```
34
Properties=species:S:1:pos:R:3:lowdin_charge:R:1
Cl 0.3969 2.6601 -1.1194 0.247
C -1.9745 -0.1512 -2.4416 -0.134
C -1.2506 -1.3929 -2.4305 -0.104
C -0.0249 -1.1903 -3.1382 -0.081
H -1.5999 -2.3336 -2.0119 0.142
C -0.0034 0.1603 -3.6350 -0.347
C -1.2394 0.7805 -3.2483 -0.065
H -1.5458 1.7836 -3.5508 0.154
H -2.9906 -0.0183 -2.0847 0.145
H 0.7425 -1.9324 -3.3626 0.159
C 1.1013 0.7741 -4.4238 -0.006
Ti 0.0018 0.2553 -1.3631 0.413
C 2.2008 0.5308 -1.3074 -0.134
O 3.2782 0.8196 -1.0092 0.178
C -1.5828 0.7871 -0.0845 -0.086
O -2.4098 1.1647 0.6381 0.207
H 2.0784 0.6016 -3.9535 0.085
H 0.9409 1.8550 -4.5151 0.108
H 1.1292 0.3433 -5.4370 0.121
S 0.6561 -1.5022 0.1712 0.793
C 0.4254 -0.8988 1.8234 -0.658
N -0.7142 -1.1685 2.4598 0.051
C -1.0532 -0.6983 3.8074 -0.127
C -0.1254 0.4243 4.2214 -0.145
C 1.3165 0.1375 3.8503 -0.124
N 1.3805 -0.1763 2.4189 0.055
H -1.3593 -1.7858 1.9724 0.153
H -0.9716 -1.5507 4.4943 0.144
H -2.0946 -0.3581 3.8042 0.140
H -0.1973 0.5725 5.3022 0.140
H -0.4477 1.3611 3.7519 0.130
H 1.7033 -0.7175 4.4263 0.148
H 1.9529 1.0087 4.0334 0.143
H 2.2803 -0.1454 1.9415 0.153
```

Calculated values
E_LUMO = -9.3 eV
Total charge = +2
2S+1 = 1


A 2-piece molecular cluster, C9H11O3 overall in a non-equilibrium geometry. Source: the OMol25 dataset; level of theory: ωB97M-V/def2-TZVPD.

The geometry in XYZ format:
```
23
Properties=species:S:1:pos:R:3:lowdin_charge:R:1
C 2.4269 2.6602 -2.1849 -0.082
C -0.6995 0.8530 0.1516 -0.351
C 0.3468 0.0754 -0.3772 -0.018
C -0.9666 2.1059 -0.4247 -0.028
C 1.3849 0.7090 -1.0372 -0.061
C 0.0887 2.7019 -1.1197 -0.088
C 1.2351 2.0365 -1.4978 -0.316
O -1.3079 0.5527 1.2898 0.034
H -1.2487 -0.4403 1.5232 0.044
H 0.4289 -0.9590 -0.0925 0.091
H -1.7880 2.6499 0.0233 0.102
H 2.2635 0.1332 -1.2995 0.096
H 0.0063 3.7772 -1.2865 0.101
H 2.8051 3.5437 -1.6616 0.067
H 2.1707 2.9679 -3.1944 0.063
H 3.2451 1.9467 -2.2144 0.059
C -1.2659 -4.2376 1.9005 -0.044
C -1.7890 -2.7897 1.9250 -0.718
O -1.0135 -1.9113 1.4269 -0.082
O -2.9031 -2.6078 2.4348 -0.042
H -1.7349 -4.7996 2.7069 0.055
H -0.1917 -4.2980 2.0835 0.055
H -1.4934 -4.6698 0.9247 0.062
```

Calculated values
E_LUMO = 3.4 eV
Total charge = -1
Energy relative to the best compared isomer or geometry (same formula, charge and spin) = 11.3 kcal/mol
2S+1 = 1


| no. | calculated total energy (Eh) |
| --- | --- |
| 1 | -2022.24979 |
| 2 | -3859.88797 |
| 3 | -2433.61693 |
| 4 | -575.34041 |